1.
A cluster of 2 separate species, C3H10NO in total in a non-equilibrium geometry. Source: the OMol25 dataset; level of theory: ωB97M-V/def2-TZVPD.

gap between HOMO and LUMO	0.358	hartree
maximum force	2.7	eV/Å
energy	-6801.811	eV
ΔE to the lowest compared entry with this formula, charge and spin	57.6	kcal per mole

```
! wB97M-V def2-TZVPD RIJCOSX def2/J DEFGRID3
* xyz 1 1
H -0.604 0.825 2.264
N -0.044 -0.767 -0.622
H 1.428 1.738 1.951
C -0.615 -0.188 -1.594
H 0.012 -2.620 0.243
H 0.029 -0.231 0.223
H 1.404 -2.258 -0.725
H 0.953 2.131 0.214
H -0.283 0.852 -1.902
C 0.550 2.057 1.226
H -1.209 -0.887 -2.279
H -0.349 -2.779 -1.442
H -0.061 3.008 1.459
O -0.311 0.938 1.337
C 0.311 -2.188 -0.690
*
```

Results of the Mulliken charge analysis, in e, for atoms 1 through 2: atom 1 (H): 0.327, atom 2 (N): 0.139

2.
A cluster of 2 separate species, C3H10NO in total in a non-equilibrium geometry. Source: the OMol25 dataset; level of theory: ωB97M-V/def2-TZVPD.

gap between HOMO and LUMO	0.164	hartree
maximum force	4.6	eV/Å
energy	-6797.422	eV
ΔE to the lowest compared entry with this formula, charge and spin	158.9	kcal per mole

```
! wB97M-V def2-TZVPD RIJCOSX def2/J DEFGRID3
* xyz 1 1
H 2.853 1.303 0.697
H 2.187 -0.688 -1.247
H -1.484 -1.247 0.470
C -2.378 0.280 -0.612
H 2.719 -0.378 1.360
C 2.953 0.200 0.456
N 2.001 0.084 -0.584
H 0.990 -0.229 -0.294
H -3.102 -0.561 0.964
H -2.797 -0.400 -1.322
H 3.980 -0.050 0.162
O -3.566 0.172 0.440
H -2.535 1.271 -0.973
H -0.599 0.522 0.425
C -1.223 -0.279 0.057
*
```

Results of the Mulliken charge analysis, in e, for atoms 1 through 2: atom 1 (H): 0.254, atom 2 (H): 0.313

3.
A cluster of 2 separate species, C3H10NO in total in a non-equilibrium geometry. Source: the OMol25 dataset; level of theory: ωB97M-V/def2-TZVPD.

gap between HOMO and LUMO	0.316	hartree
maximum force	3.2	eV/Å
energy	-6801.726	eV
ΔE to the lowest compared entry with this formula, charge and spin	59.6	kcal per mole

```
! wB97M-V def2-TZVPD RIJCOSX def2/J DEFGRID3
* xyz 1 1
H -1.237 -0.642 0.041
H -1.717 -2.582 -1.322
H -0.410 1.802 1.648
H -0.787 -2.126 -2.670
N -1.349 -1.790 -1.805
H -0.655 0.027 -1.678
C 1.719 2.153 1.856
H 0.289 -1.126 -0.858
H 2.743 1.777 1.655
O 0.788 0.130 1.011
H 1.229 3.140 2.271
H -2.229 -1.484 -2.134
C -0.724 -0.762 -0.936
H 1.690 -0.006 1.426
C 0.650 1.488 1.495
*
```

Results of the Mulliken charge analysis, in e, for atoms 1 through 2: atom 1 (H): 0.331, atom 2 (H): 0.344